Record 1
DFT (ωB97M-V/def2-TZVPD) results for a 2-piece molecular cluster, C7H12N2O2 overall.

## Properties
- Relative energy (zero: lowest compared OMol25 entry of this formula, charge and spin): 351.4 kJ/mol
- Molar mass: 156.2 g/mol
- Largest force on an atom: 5.75 eV Å⁻¹
- HOMO-LUMO gap: 8.22 eV

Structure (ORCA input):
```
! wB97M-V def2-TZVPD RIJCOSX def2/J DEFGRID3
* xyz 0 1
C 1.95 1.39 2.39
C 0.75 -0.34 -0.25
C 1.19 -1.80 -0.07
C -1.61 -0.67 0.66
C -1.19 -0.28 -1.80
C -0.75 1.55 -0.06
C -0.70 0.04 -0.37
N 2.53 1.18 -0.83
N 1.71 0.39 -0.70
O 2.43 2.34 2.85
O 1.46 0.38 2.10
H 0.64 -2.37 0.63
H 2.12 -1.95 0.32
H 1.11 -2.44 -1.05
H -1.74 -1.62 0.33
H -2.63 -0.01 0.60
H -1.12 -0.55 1.60
H -1.68 0.64 -2.23
H -0.33 -0.58 -2.38
H -1.95 -1.11 -1.69
H -1.59 1.77 0.38
H -0.59 2.08 -1.04
H -0.01 1.95 0.60
*
```



Record 2
DFT (ωB97M-V/def2-TZVPD) results for C13H28N6O6PmS as an isolated structure.

## Properties
- Expectation value of S²: 6.01
- Relative energy (zero: lowest compared OMol25 entry of this formula, charge and spin): 73.7 kJ/mol
- Molar mass: 541.5 g/mol
- Largest force on an atom: 4.76 eV Å⁻¹
- HOMO-LUMO gap (spin up / spin down): 5.19 / 5.21 eV

Structure (ORCA input):
```
! wB97M-V def2-TZVPD RIJCOSX def2/J DEFGRID3
* xyz 1 5
O 0.34 -0.36 -3.70
H 1.01 0.35 -3.89
Pm 0.38 -0.30 -1.41
N -0.06 1.76 -0.06
N 1.32 1.84 -2.16
N -1.34 -1.24 0.03
N -0.55 -2.48 -2.13
O -0.95 1.78 0.91
O -1.74 -0.63 1.22
O -0.27 -3.13 -3.35
O 2.17 1.45 -3.08
C 1.64 2.82 -1.28
C 0.79 2.84 -0.14
C -1.86 -2.46 -0.17
C -1.41 -3.15 -1.36
C 0.80 3.89 0.91
H 1.05 3.47 1.89
H -0.18 4.37 0.98
H 1.55 4.66 0.67
C 2.83 3.70 -1.45
H 3.33 3.46 -2.39
H 3.54 3.56 -0.63
H 2.53 4.76 -1.46
C -2.83 -3.11 0.75
C -1.92 -4.50 -1.71
H -3.08 -2.44 1.57
H -2.41 -4.04 1.16
H -3.75 -3.38 0.21
H -1.45 -4.86 -2.63
H -3.00 -4.48 -1.85
H -1.71 -5.20 -0.90
H -1.46 0.36 1.09
H 0.07 -2.42 -3.94
C -1.05 0.35 -3.16
H -0.84 1.34 -2.70
H -1.62 -0.38 -2.55
H -1.58 0.53 -4.09
O -3.14 3.10 -0.33
H -4.00 2.78 -0.01
H -2.47 2.62 0.21
S 2.86 -0.57 -0.22
C 2.15 -0.55 1.36
N 2.39 0.47 2.21
C 1.46 0.75 3.31
C 1.15 -0.55 4.02
C 0.62 -1.58 3.06
N 1.36 -1.55 1.79
H 2.87 1.26 1.79
H 0.54 1.21 2.91
H 1.94 1.47 3.98
H 0.42 -0.37 4.81
H 2.06 -0.93 4.50
H -0.43 -1.39 2.82
H 0.70 -2.59 3.47
H 1.23 -2.32 1.13
*
```



Record 3
DFT (ωB97M-V/def2-TZVPD) results for a 2-piece molecular cluster, C6H10BN3S overall.

## Properties
- Relative energy (zero: lowest compared OMol25 entry of this formula, charge and spin): 416.4 kJ/mol
- Molar mass: 167.0 g/mol
- Largest force on an atom: 4.56 eV Å⁻¹
- HOMO-LUMO gap (spin up / spin down): 8.10 / 8.10 eV

Structure (ORCA input):
```
! wB97M-V def2-TZVPD RIJCOSX def2/J DEFGRID3
* xyz 0 1
B 1.85 0.32 -0.51
C -2.46 0.56 1.40
C -2.74 -0.39 -0.88
C -0.80 0.42 -0.23
C -3.29 -0.07 0.33
C 2.85 1.09 -1.50
C 3.97 -0.95 0.84
N -1.22 0.74 1.06
N -1.50 -0.01 -1.20
N -4.54 -0.60 0.72
S 2.10 -0.71 0.88
H -2.78 0.88 2.41
H -3.38 -0.94 -1.57
H 3.19 0.16 -2.04
H 3.74 1.45 -0.94
H 2.36 1.83 -2.22
H 4.40 -0.43 -0.07
H 4.13 -2.04 0.87
H 4.52 -0.33 1.63
H -5.26 0.04 1.15
H -5.12 -1.01 -0.14
*
```



Which value of largest force on an atom does entry 1 give? 5.75 eV Å⁻¹



Which of these has the highest molar mass? C13H28N6O6PmS